# 1
Density functional theory data (ωB97M-V/def2-TZVPD) for a cluster of 8 separate species, C43H77N11O10S2 in total in a non-equilibrium geometry.

Geometry as ORCA input:
```
! RIJCOSX wB97M-V def2-TZVPD def2/J DEFGRID3
* xyz 0 1
C -1.5538 1.7944 -1.3127
C -2.6355 1.0385 -1.4838
C -3.9849 1.4426 -1.0313
C -4.8431 2.2174 -1.7109
C -4.5892 2.7790 -3.0769
C -5.2540 1.9769 -4.2181
N -4.3949 2.0844 -5.3930
N -6.5364 2.5943 -4.5587
N -5.5177 0.5973 -3.7647
C -6.1530 2.5582 -1.0637
O -6.6944 3.6253 -1.2350
C -6.7373 1.4822 -0.2126
C -8.1120 1.3197 -0.1251
C -8.6154 0.2593 0.6128
C -7.7448 -0.6134 1.2523
C -6.3626 -0.4516 1.1919
C -5.4591 -1.4638 1.8451
C -4.7884 -2.3625 0.7842
C -3.5026 -3.0293 1.2935
S -2.1981 -2.7798 0.0738
C -0.8032 -3.4834 0.8820
S -0.9728 -4.6521 2.0358
N 0.4352 -3.0440 0.4569
C 0.5012 -1.8016 -0.3474
C 0.3938 -0.5136 0.4847
O 1.1910 -0.5138 1.6638
C 1.0151 -1.7075 2.4047
C 1.4180 -2.8774 1.5388
C -5.8622 0.6257 0.4528
C -4.4025 0.9186 0.3116
O -3.6083 0.7499 1.2096
H -1.6529 2.8421 -1.0489
H -0.5668 1.3707 -1.4225
H -2.5356 0.0668 -1.9625
H -4.9804 3.7932 -3.1322
H -3.5126 2.8176 -3.2411
H -3.5340 1.5828 -5.1968
H -4.8300 1.5646 -6.1514
H -7.2204 2.2709 -3.8804
H -6.8532 2.2159 -5.4481
H -4.6704 0.0477 -3.6808
H -6.1461 0.1405 -4.4132
H -8.7575 2.0103 -0.6504
H -9.6850 0.1087 0.6637
H -8.1475 -1.4551 1.8012
H -6.0632 -2.0854 2.5078
H -4.7021 -0.9713 2.4508
H -5.4942 -3.1512 0.5188
H -4.6256 -1.7875 -0.1302
H -3.6553 -4.0887 1.4699
H -3.1562 -2.5548 2.2103
H 1.4760 -1.7858 -0.8380
H -0.2355 -1.7841 -1.1462
H 0.7873 0.2923 -0.1352
H -0.6479 -0.2606 0.7111
H 1.6203 -1.6685 3.3116
H -0.0332 -1.7812 2.7203
H 2.3508 -2.5732 1.0555
H 1.6324 -3.7931 2.0798
C 1.6693 1.8754 -4.6195
C 1.9831 1.0434 -3.4003
O 1.1121 0.4288 -2.7988
N 3.2673 1.0297 -2.9687
C 4.3793 1.7878 -3.5073
H 0.6056 1.7914 -4.8201
H 1.9230 2.9226 -4.4418
H 2.2255 1.5193 -5.4879
H 3.4240 0.4527 -2.1576
H 5.2034 1.1470 -3.8252
H 4.7473 2.4663 -2.7367
H 4.0433 2.3861 -4.3456
C 3.0123 6.6636 -5.1139
C 2.2207 5.8172 -4.1436
O 2.7468 4.9071 -3.5045
N 0.9147 6.0934 -3.9706
C 0.1225 7.1109 -4.6301
H 4.0378 6.3079 -5.1170
H 2.6053 6.5836 -6.1224
H 3.0013 7.7121 -4.8151
H 0.4573 5.5307 -3.2556
H -0.2729 7.8156 -3.8973
H -0.7190 6.6568 -5.1548
H 0.7222 7.6591 -5.3497
C 0.8764 0.9040 5.3420
C 1.2015 0.1281 6.5993
O 0.3286 -0.3803 7.2856
N 2.5114 -0.0015 6.9285
C 3.6726 0.4527 6.1806
H -0.1995 0.8740 5.1980
H 1.1883 1.9455 5.4268
H 1.3631 0.4611 4.4720
H 2.6596 -0.5072 7.7873
H 4.2925 -0.4008 5.9033
H 4.2751 1.1362 6.7798
H 3.3733 0.9641 5.2770
C 5.5883 -0.6889 2.7065
C 6.1024 0.5342 3.4322
O 5.3420 1.3318 3.9595
N 7.4474 0.7131 3.4880
C 8.4855 -0.1325 2.9332
H 4.5033 -0.6771 2.7531
H 5.8958 -0.6777 1.6599
H 5.9497 -1.6100 3.1670
H 7.7246 1.5445 3.9854
H 9.1457 -0.4993 3.7206
H 9.0877 0.4207 2.2103
H 8.0451 -0.9875 2.4318
C -2.4481 -7.0518 -3.9263
C -2.3757 -5.8600 -2.9959
O -3.3738 -5.2404 -2.6709
N -1.1455 -5.5058 -2.5383
C 0.1326 -6.1215 -2.8292
H -3.4879 -7.2014 -4.1988
H -1.8646 -6.8781 -4.8311
H -2.0757 -7.9527 -3.4374
H -1.1506 -4.7139 -1.9152
H 0.6006 -6.4850 -1.9126
H 0.8091 -5.4035 -3.2967
H 0.0037 -6.9603 -3.5050
C 5.8993 -6.2613 4.3994
C 5.1602 -4.9564 4.2103
O 5.7182 -3.9528 3.7914
N 3.8410 -4.9378 4.5253
C 3.0076 -6.0164 5.0256
H 6.9328 -6.1091 4.1056
H 5.8684 -6.5789 5.4420
H 5.4654 -7.0478 3.7813
H 3.4070 -4.0402 4.3763
H 2.1947 -6.2069 4.3231
H 2.5770 -5.7516 5.9918
H 3.5874 -6.9257 5.1409
C 1.9541 4.7496 -0.5471
C 0.4501 4.6477 -0.4730
O -0.2640 4.9730 -1.4197
N -0.1078 4.1648 0.6612
C 0.5620 3.7139 1.8660
H 2.1897 5.1246 -1.5397
H 2.3520 5.4108 0.2241
H 2.4025 3.7611 -0.4340
H -1.1148 4.1196 0.6330
H 0.3306 2.6661 2.0638
H 0.2440 4.3050 2.7261
H 1.6365 3.8136 1.7573
*
```

Properties
SMILES   C=CC1=C(CC(N)(N)N)C(=O)c2cccc(CCCSC(=S)N3CCOCC3)c2C1=O.CNC(C)=O.CNC(C)=O.CNC(C)=O.CNC(C)=O.CNC(C)=O.CNC(C)=O.CNC(C)=O
E_tot   -104378.9829 eV
E_HOMO   -0.3030 Eh
Kohn-Sham gap   7.882 eV
LUMO   -0.36 eV
Molecular weight   972.3 g/mol

=====

# 2
Density functional theory data (ωB97M-V/def2-TZVPD) for a structure of composition C43H84ClGeN6O3RuS2Si7Te in a non-equilibrium geometry.

Geometry as ORCA input:
```
! RIJCOSX wB97M-V def2-TZVPD def2/J DEFGRID3
* xyz 2 6
Ru -1.0069 0.0356 0.0266
N -7.5036 -4.7435 -3.6381
C -6.3894 -4.0911 -3.2080
C -5.1103 -4.5190 -3.5981
C -3.9839 -3.8602 -3.1586
C -4.1075 -2.7496 -2.3289
C -5.3709 -2.3116 -1.9267
C -6.4983 -2.9677 -2.3673
S -2.6738 -1.9433 -1.7560
O -1.5678 -2.8868 -1.7913
O -2.4817 -0.7737 -2.6015
N -2.9551 -1.3919 -0.2642
C -2.5154 -2.2660 0.7321
S -3.3979 -3.5966 1.3610
C -2.0696 -3.9753 2.3853
C -1.0665 -3.0891 2.1986
N -1.3290 -2.1124 1.2546
H -7.4359 -5.5937 -4.1649
H -8.4095 -4.4803 -3.2982
H -5.0121 -5.3849 -4.2430
H -2.9986 -4.2042 -3.4502
H -5.4680 -1.4671 -1.2556
H -7.4798 -2.6289 -2.0560
H -2.1022 -4.8170 3.0599
H -0.1191 -3.0940 2.7191
C 1.7174 3.0815 5.0610
C 2.7311 1.9809 5.4007
C 3.7413 2.5561 6.4050
C 3.4990 1.6403 4.1080
C 2.0576 0.6987 6.0096
O 2.9474 -0.4149 5.9201
C 1.6676 0.7955 7.5095
C 0.6104 1.7885 8.0356
C -0.7899 1.5720 7.5079
C -1.4448 0.3562 7.6972
C -2.6907 0.1144 7.1393
C -3.3028 1.1072 6.3878
Cl -4.8365 0.7965 5.6343
C -2.7052 2.3464 6.2379
C -1.4555 2.5705 6.8038
C 0.8074 0.2168 5.2664
N 0.9355 -0.0328 3.8309
C 0.3282 0.6423 2.8662
N 0.6136 0.1020 1.6903
C 1.4177 -0.9516 2.0243
N 1.6327 -1.0668 3.3086
H 2.2568 3.9829 4.7599
H 1.0879 3.3469 5.9065
H 1.0706 2.8017 4.2257
H 4.2830 3.3811 5.9403
H 4.4860 1.8146 6.7104
H 3.2564 2.9472 7.3007
H 4.2058 2.4432 3.8880
H 2.8324 1.5518 3.2455
H 4.0555 0.7099 4.1990
H 3.7151 -0.2503 6.4799
H 2.5870 0.9724 8.0701
H 1.3505 -0.2173 7.7726
H 0.9124 2.8192 7.8553
H 0.5973 1.6648 9.1213
H -0.9715 -0.4248 8.2835
H -3.1879 -0.8359 7.2860
H -3.2151 3.1307 5.6921
H -0.9973 3.5459 6.6876
H -0.0023 0.9295 5.3759
H 0.5134 -0.7249 5.7254
H -0.3026 1.5009 3.0331
H 1.8332 -1.6318 1.2979
C 2.5257 -4.0478 -5.6075
Si 1.2228 -3.1757 -4.6075
C 0.3095 -4.3831 -3.5368
C 0.0998 -2.1263 -5.6609
Si 2.3455 -1.5522 -3.2510
Te 0.5989 -0.5700 -1.7864
Si 3.8619 -2.5731 -1.7133
C 2.9415 -4.0194 -0.9842
C 4.3279 -1.2893 -0.4340
C 5.3447 -3.1309 -2.6836
Si 3.7396 -0.1455 -4.6459
C 4.9258 0.7019 -3.4806
C 2.6476 1.0171 -5.6175
C 4.6325 -1.3246 -5.7704
H 2.0790 -4.9376 -6.0624
H 3.3641 -4.3795 -4.9873
H 2.9214 -3.4252 -6.4085
H -0.4196 -4.9393 -4.1353
H -0.2274 -3.8729 -2.7320
H 0.9949 -5.1051 -3.0847
H -0.4364 -2.7238 -6.4043
H 0.6721 -1.3592 -6.1926
H -0.6444 -1.6284 -5.0287
H 1.9136 -3.7484 -0.7221
H 3.4409 -4.3834 -0.0811
H 2.8950 -4.8467 -1.6977
H 3.5491 -0.5294 -0.3222
H 5.2525 -0.7783 -0.7140
H 4.4885 -1.7541 0.5439
H 5.0899 -3.9284 -3.3880
H 6.0937 -3.5279 -1.9901
H 5.8080 -2.3147 -3.2424
H 4.4654 0.9323 -2.5176
H 5.2906 1.6384 -3.9139
H 5.7937 0.0629 -3.2935
H 1.6296 1.0278 -5.2268
H 2.6031 0.7049 -6.6648
H 3.0316 2.0401 -5.5921
H 4.8644 -2.2747 -5.2865
H 5.5776 -0.8703 -6.0858
H 4.0450 -1.5336 -6.6654
C -3.8213 1.2059 -4.2437
Si -2.3323 2.1940 -3.7756
C -0.9505 2.0797 -5.0164
C -2.8232 3.9676 -3.4697
Ge -1.1347 1.6749 -1.6934
Si 0.6954 3.3231 -1.2410
C 0.0585 5.0429 -1.5590
C 1.2643 3.1651 0.5263
C 2.1538 2.9571 -2.3414
Si -2.7958 1.7085 0.5202
C -2.9988 0.8844 2.2081
C -2.5581 3.5535 0.7440
C -4.3869 1.5836 -0.4473
H -4.2836 1.6702 -5.1212
H -4.5548 1.1924 -3.4346
H -3.5655 0.1742 -4.4763
H -1.3305 2.2522 -6.0277
H -0.4825 1.0922 -4.9968
H -0.1847 2.8337 -4.8105
H -3.2393 4.3819 -4.3956
H -1.9796 4.5917 -3.1768
H -3.5984 4.0509 -2.7025
H -0.8659 5.2588 -1.0195
H -0.1071 5.2296 -2.6220
H 0.8164 5.7561 -1.2142
H 0.4851 3.4534 1.2361
H 2.1232 3.8253 0.6889
H 1.5739 2.1457 0.7511
H 1.9787 3.2929 -3.3659
H 2.3881 1.8918 -2.3724
H 3.0302 3.4893 -1.9564
H -2.7674 1.5997 3.0023
H -2.4056 -0.0153 2.3862
H -4.0481 0.5904 2.2918
H -1.6050 3.8572 1.1816
H -3.3601 3.9002 1.4072
H -2.6785 4.0776 -0.2106
H -4.5385 0.5791 -0.8389
H -4.4004 2.2879 -1.2839
H -5.2254 1.8288 0.2136
*
```

Properties
E_tot   -216755.4332 eV
E_HOMO (spin up / spin down)   -0.4341 / -0.4341 Eh
ΔE to the lowest compared entry with this formula, charge and spin   29.6 kcal/mol
<S²>   8.80
Kohn-Sham gap (spin up / spin down)   6.182 / 3.947 eV
LUMO (spin up / spin down)   -5.63 / -7.87 eV
Molecular weight   1330.7 g/mol

=====

# 3
Density functional theory data (ωB97M-V/def2-TZVPD) for a cluster of 11 separate species, C43H85O12S in total in a non-equilibrium geometry.

Geometry as ORCA input:
```
! RIJCOSX wB97M-V def2-TZVPD def2/J DEFGRID3
* xyz 1 1
C 1.2577 0.8498 2.2070
C 0.6769 0.0468 1.1356
O 0.8238 0.2454 0.0349
O -0.1472 -1.0260 1.4986
C -1.4102 -0.5644 1.8486
S -2.6894 -1.6447 1.1357
C -4.0395 -0.5151 0.7792
C -5.4033 -1.1210 0.9457
C -6.2984 -0.2845 1.7985
C -5.6511 0.1115 3.0903
C -6.9182 0.8496 1.0404
C -5.8967 1.7123 0.3437
C -5.1984 2.6187 1.2370
C -3.9360 2.7948 1.2065
C -3.1776 3.2027 2.3893
C -3.1335 2.6421 -0.0159
H 1.6893 1.7077 1.7791
H 1.9920 0.3028 2.7567
H 0.5066 1.1810 2.8926
H -1.5832 -0.4657 2.8999
H -1.5869 0.3815 1.3816
H -2.1981 -2.0865 -0.0266
H -3.9393 -0.1849 -0.2275
H -3.8699 0.3543 1.3742
H -5.2974 -2.0568 1.4520
H -5.8410 -1.3647 0.0114
H -7.0950 -0.9271 2.0970
H -6.3771 0.3237 3.8260
H -4.9451 0.9039 2.9770
H -5.1293 -0.7636 3.4393
H -7.5749 0.4468 0.2949
H -7.4934 1.4631 1.6980
H -6.4417 2.3317 -0.3448
H -5.2173 1.1723 -0.2614
H -5.7652 3.1912 1.9235
H -2.2729 2.6323 2.4562
H -3.7482 3.0996 3.2823
H -2.8893 4.2374 2.3113
H -2.2891 3.2757 0.0322
H -2.7907 1.6207 -0.1451
H -3.7044 2.9086 -0.8654
C 0.2511 4.3010 -2.5295
C -0.7731 5.3810 -2.2949
O -1.7178 5.2135 -1.5517
C -0.5614 6.6812 -3.0291
H -0.0090 3.4188 -1.9461
H 0.2766 4.0322 -3.5861
H 1.2349 4.6597 -2.2202
H -0.5677 6.5049 -4.1055
H 0.3960 7.1177 -2.7411
H -1.3554 7.3805 -2.7815
C -2.9488 -0.5323 -3.4912
C -4.0209 0.4688 -3.1297
O -4.9642 0.1647 -2.4305
C -3.8649 1.8636 -3.6776
H -3.1819 -1.4937 -3.0367
H -2.9016 -0.6580 -4.5727
H -1.9776 -0.1903 -3.1274
H -3.8569 1.8382 -4.7679
H -2.9327 2.3041 -3.3193
H -4.6973 2.4783 -3.3451
C 0.9549 -1.6241 -2.2182
C 1.6447 -2.4671 -3.2692
O 1.5384 -2.2166 -4.4441
C 2.4716 -3.6308 -2.7658
H 0.4020 -0.8236 -2.7044
H 0.2594 -2.2414 -1.6428
H 1.6899 -1.1888 -1.5516
H 1.8443 -4.3268 -2.2107
H 3.2720 -3.2698 -2.1187
H 2.9138 -4.1542 -3.6079
C 5.6957 -5.7419 0.0347
C 5.9533 -5.4659 -1.4323
O 5.1585 -5.7456 -2.3069
C 7.2724 -4.8149 -1.7634
H 4.7249 -6.2193 0.1502
H 6.4657 -6.4080 0.4256
H 5.6982 -4.8098 0.6016
H 8.0959 -5.4500 -1.4378
H 7.3495 -3.8458 -1.2703
H 7.3451 -4.6700 -2.8377
C 3.7039 6.1816 0.0309
C 4.0673 6.4117 -1.4184
O 3.3361 6.0662 -2.3168
C 5.3852 7.0939 -1.6908
H 2.7372 5.6864 0.0876
H 4.4546 5.5508 0.5088
H 3.6444 7.1346 0.5576
H 6.2051 6.5007 -1.2837
H 5.3949 8.0846 -1.2348
H 5.5229 7.1977 -2.7633
C -3.0838 7.4797 -0.2424
C -3.1934 8.9717 -0.4523
O -2.2621 9.6151 -0.8749
C -4.5153 9.6238 -0.1141
H -2.0976 7.1528 -0.5198
H -3.2545 7.2397 0.8099
H -3.8140 6.9577 -0.8606
H -4.7478 9.4721 0.9409
H -5.3110 9.1951 -0.7250
H -4.4543 10.6905 -0.3122
C 4.2591 -6.4085 3.8643
C 4.1215 -4.9172 3.6774
O 5.0007 -4.2614 3.1717
C 2.8334 -4.2852 4.1572
H 5.2243 -6.7310 3.4825
H 4.1960 -6.6595 4.9243
H 3.4712 -6.9303 3.3236
H 2.7115 -4.4511 5.2283
H 1.9858 -4.7201 3.6243
H 2.8646 -3.2146 3.9662
C -6.0023 -2.3706 6.9265
C -5.1762 -2.9525 5.8077
O -5.2803 -2.5493 4.6696
C -4.2164 -4.0588 6.1702
H -6.6473 -1.5895 6.5331
H -6.6214 -3.1472 7.3768
H -5.3503 -1.9420 7.6886
H -4.7623 -4.9044 6.5891
H -3.4909 -3.7002 6.9015
H -3.6879 -4.3876 5.2790
C 0.2165 -5.4685 -1.1687
C 1.0223 -6.7102 -0.8754
O 1.3314 -6.9904 0.2549
C 1.4160 -7.5667 -2.0519
H 0.0064 -4.9518 -0.2337
H 0.7802 -4.8044 -1.8219
H -0.7268 -5.7394 -1.6454
H 2.0298 -6.9901 -2.7464
H 0.5250 -7.9260 -2.5690
H 1.9883 -8.4201 -1.7003
C 8.8782 -1.3323 -3.4306
C 10.0533 -2.2650 -3.2376
O 10.0223 -3.1631 -2.4315
C 11.2670 -2.0188 -4.1025
H 8.0768 -1.6160 -2.7532
H 9.1766 -0.3053 -3.2163
H 8.5139 -1.3961 -4.4567
H 11.6637 -1.0199 -3.9159
H 11.0010 -2.1108 -5.1564
H 12.0326 -2.7524 -3.8662
*
```

Properties
E_tot   -81364.8112 eV
E_HOMO   -0.3944 Eh
Kohn-Sham gap   8.105 eV
LUMO   -2.63 eV
Molecular weight   826.2 g/mol